1.
A cluster of 2 separate species, BrClH4Si2 in total. Source: the OMol25 dataset; level of theory: ωB97M-V with the def2-TZVPD basis set.

Calculated values
Spin multiplicity: 3
Calculated total energy in eV: -98383.24670
⟨S²⟩: 2.00
Energy relative to the best compared isomer or geometry (same formula, charge and spin) in eV: 0.000
Lowest unoccupied orbital energy (alpha / beta) in eV: 0.635 / -2.661

Last column: Löwdin charge in e.
Cartesian coordinates (Å):
Si (0.58968, -1.20736, 0.51160)  0.166
Si (-1.12808, 3.83260, -0.19903)  0.161
Cl (-0.00751, 0.51371, 1.40813)  0.133
Br (-0.31315, 2.64890, -1.95152)  0.034
H (1.77693, -1.17057, -0.40640)  -0.090
H (0.91658, -2.02389, 1.70435)  -0.109
H (-0.66758, -1.63695, -0.15684)  -0.098
H (-1.40980, 5.11939, -0.90287)  -0.198

2.
A structure of composition C17H34BCl2CoF6NO16S2. Source: the OMol25 dataset; level of theory: ωB97M-V with the def2-TZVPD basis set.

Calculated values
Spin multiplicity: 4
Calculated total energy in eV: -153760.51206
⟨S²⟩: 3.75
Energy relative to the best compared isomer or geometry (same formula, charge and spin) in eV: 0.153
Lowest unoccupied orbital energy (alpha / beta) in eV: 0.187 / -0.298

Last column: Löwdin charge in e.
Cartesian coordinates (Å):
Co (0.20555, -0.52794, -2.25987)  0.821
N (1.23133, 0.28039, -3.66937)  -0.334
S (2.47986, 1.23304, -3.89799)  0.512
O (2.41652, 2.06926, -5.04981)  -0.234
O (3.70741, 0.63640, -3.45521)  -0.250
F (2.20215, 2.25657, -2.67943)  -0.187
S (1.02358, -0.22149, -5.26199)  0.579
O (2.17452, -0.70558, -5.92950)  -0.223
O (-0.03777, 0.43027, -5.97788)  -0.243
F (0.30888, -1.60619, -4.82559)  -0.200
B (-1.13800, 0.46428, -0.24259)  -1.265
F (-2.51185, 0.41184, -0.48636)  0.167
F (-0.77808, 1.10966, 0.90472)  0.176
F (-0.63785, -0.85640, -0.27660)  0.106
F (-0.49355, 1.10750, -1.35319)  0.081
C (-1.37999, -0.65460, 3.04751)  -1.018
Cl (-2.61335, 0.28612, 3.85393)  0.565
Cl (-0.85331, -2.11773, 3.95516)  0.514
H (-1.79133, -0.97747, 2.10124)  0.010
H (-0.46246, -0.08977, 2.97282)  0.011
C (3.48369, 2.17636, 0.65931)  -0.027
C (2.17404, 1.39680, 0.92551)  -0.159
O (2.57774, 0.01399, 1.09129)  0.047
C (2.44181, -0.80829, 0.05491)  -0.543
O (1.79638, -0.63978, -0.95185)  0.085
O (3.04112, -1.95815, 0.28166)  0.027
C (3.31973, -2.40889, 1.60378)  -0.026
H (4.04476, 2.35711, 1.57653)  0.076
H (3.19802, 3.17418, 0.32314)  0.083
H (4.07970, 1.63036, -0.06517)  0.085
H (1.55462, 1.54742, 0.04338)  0.098
H (1.53904, 1.72385, 1.74288)  0.112
H (4.15659, -1.81593, 1.98139)  0.101
H (3.63904, -3.44471, 1.64195)  0.100
H (2.50491, -2.23094, 2.30473)  0.096
C (-0.38693, -4.78203, 1.40991)  -0.048
C (-0.14658, -3.74720, 0.29345)  -0.158
O (-0.39181, -4.43080, -0.94183)  0.025
C (-0.15026, -3.84091, -2.09456)  -0.572
O (-0.00778, -2.67593, -2.30031)  0.113
O (-0.04533, -4.71275, -3.09544)  0.044
C (-0.32834, -6.09065, -2.93061)  -0.035
H (-1.09838, -5.52599, 1.05083)  0.081
H (-0.72345, -4.30689, 2.32800)  0.021
H (0.48836, -5.38279, 1.66845)  0.077
H (0.85200, -3.31756, 0.31633)  0.120
H (-0.94975, -3.01461, 0.38780)  0.117
H (0.42051, -6.69195, -3.44163)  0.099
H (-1.23702, -6.32112, -3.50086)  0.097
H (-0.55206, -6.46639, -1.93810)  0.094
C (-3.82717, 2.92335, -3.61633)  -0.049
C (-2.83694, 1.79916, -3.65289)  -0.182
O (-3.55913, 0.55548, -3.67113)  0.072
C (-2.95062, -0.54984, -3.30319)  -0.569
O (-1.77166, -0.64250, -3.06699)  0.080
O (-3.81490, -1.53071, -3.36689)  0.056
C (-3.39119, -2.86247, -3.13380)  -0.013
H (-4.08436, 3.22855, -4.63450)  0.080
H (-3.44919, 3.80010, -3.09515)  0.081
H (-4.76941, 2.62595, -3.15877)  0.086
H (-2.18515, 1.85642, -2.77536)  0.109
H (-2.15694, 1.71047, -4.50695)  0.132
H (-4.30177, -3.45398, -3.16821)  0.102
H (-2.85323, -3.02733, -2.20086)  0.095
H (-2.74653, -3.22412, -3.93888)  0.107
C (0.39070, 3.82695, 7.58391)  -0.069
C (1.40470, 4.66007, 6.81241)  -0.212
O (1.50087, 4.38021, 5.42351)  0.043
C (0.43267, 4.54205, 4.66378)  -0.626
O (-0.64609, 4.93486, 4.98601)  0.137
O (0.80071, 4.26012, 3.41829)  -0.001
C (-0.20231, 4.32502, 2.40746)  -0.023
H (0.56850, 4.18496, 8.60319)  0.081
H (0.54938, 2.75370, 7.49696)  0.081
H (-0.64959, 4.03738, 7.34681)  0.070
H (2.39008, 4.46064, 7.23005)  0.121
H (1.19304, 5.72033, 6.97512)  0.128
H (-1.18853, 4.19739, 2.85492)  0.099
H (-0.17280, 3.39693, 1.82898)  0.069
H (-0.01977, 5.17694, 1.76369)  0.101

3.
A cluster of 4 separate species, C22H29Cl2F7NO13P2S in total. Source: the OMol25 dataset; level of theory: ωB97M-V with the def2-TZVPD basis set.

Calculated values
Spin multiplicity: 1
Calculated total energy in eV: -124871.80857
Net charge: -1
Energy relative to the best compared isomer or geometry (same formula, charge and spin) in eV: 1.056
Lowest unoccupied orbital energy in eV: 2.097

Last column: Löwdin charge in e.
Cartesian coordinates (Å):
C (0.27934, 2.60912, -5.07104)  0.108
C (0.87109, 2.15847, -4.11078)  -0.099
C (1.50108, 1.37031, -3.00070)  -0.103
C (0.50969, 0.97171, -1.86685)  -0.336
C (-0.55636, 0.08362, -2.58425)  -0.323
F (-0.04488, -0.63791, -3.63903)  0.068
F (-1.11431, -0.89745, -1.79786)  0.082
C (-1.82320, 0.89211, -3.10948)  -0.256
F (-2.91268, 0.65387, -2.36556)  0.099
F (-2.12422, 0.36198, -4.35836)  0.032
O (-0.25324, 1.98674, -1.29895)  -0.248
P (-0.43082, 2.13669, 0.40068)  0.414
C (-1.64453, 0.66208, 0.66663)  -0.221
C (-0.31711, 2.14449, 2.34888)  -0.270
S (0.95805, 3.82172, 0.65618)  0.568
C (-2.03820, 3.22802, 0.28814)  -0.665
Cl (-3.47347, 2.87344, 1.31108)  0.585
C (-2.21005, 4.26360, -0.55597)  -0.740
C (-1.19351, 4.81222, -1.53385)  -0.175
Cl (-3.76500, 5.17396, -0.57537)  0.532
O (0.85075, 0.87434, 0.55689)  -0.347
C (1.35023, 0.37555, -0.65781)  -0.450
C (1.37629, -1.21535, -0.59082)  -0.032
P (3.17688, 0.73322, -0.48245)  0.601
N (3.70894, 2.18999, -0.61521)  -0.161
O (3.94747, -0.20579, -1.61539)  -0.175
O (3.61018, 0.22363, 1.02753)  -0.167
H (-0.23036, 3.29655, -5.72267)  0.035
H (2.28463, 2.06442, -2.64351)  0.103
H (2.06692, 0.51005, -3.38789)  0.130
H (-1.63143, 1.95311, -3.28899)  0.139
H (-2.48648, 0.62082, -0.04588)  0.032
H (-1.97788, 0.57885, 1.70496)  0.003
H (-1.10491, -0.28694, 0.51045)  0.035
H (-1.21878, 2.54770, 2.83327)  0.019
H (0.52239, 2.77771, 2.70118)  -0.020
H (-0.04894, 1.13437, 2.69093)  0.045
H (1.37522, 4.11003, -0.61290)  -0.174
H (-1.72518, 5.54954, -2.17057)  0.053
H (-0.41867, 5.41566, -1.03728)  0.042
H (-0.78102, 4.08878, -2.24767)  0.056
H (1.44748, -1.53497, -1.63966)  0.061
H (0.43605, -1.63288, -0.21385)  0.090
H (2.27677, -1.60918, -0.09925)  0.063
H (2.90459, 2.77740, -0.82334)  -0.090
H (4.16761, -1.07261, -1.23994)  0.061
H (2.86372, -0.27926, 1.39891)  0.060
C (-5.89320, -0.78513, 4.35947)  -0.072
C (-5.35481, 0.56112, 3.95534)  -0.326
O (-4.04826, 0.26069, 3.51520)  0.112
C (-4.08607, -1.02577, 3.04401)  -0.528
O (-3.25755, -1.52505, 2.36749)  0.195
O (-5.22293, -1.66053, 3.45915)  0.066
F (-5.28007, 1.40031, 5.02092)  0.069
H (-5.62533, -1.04280, 5.38644)  0.142
H (-6.97336, -0.85949, 4.24544)  0.136
H (-5.90737, 1.04663, 3.14765)  0.172
C (-0.14802, -3.90981, -3.92228)  -0.049
C (0.73656, -4.47045, -2.84153)  -0.306
O (-0.19423, -4.93997, -1.88697)  0.137
C (-1.32259, -5.27814, -2.58090)  -0.542
O (-2.19959, -5.94755, -2.14903)  0.179
O (-1.29699, -4.75745, -3.83461)  0.076
F (1.50515, -3.50530, -2.27199)  0.058
H (-0.43909, -2.87841, -3.72405)  0.125
H (0.30504, -3.96656, -4.91035)  0.142
H (1.37542, -5.29682, -3.16264)  0.171
C (5.57355, -2.56664, 4.12688)  -0.062
C (4.67057, -2.50711, 2.92521)  -0.321
O (3.37925, -2.57226, 3.49902)  0.132
C (3.48290, -2.01841, 4.74594)  -0.538
O (2.56502, -1.67221, 5.40600)  0.192
O (4.78808, -1.91674, 5.12512)  0.071
F (4.84752, -3.58750, 2.11879)  0.067
H (5.78005, -3.59331, 4.43701)  0.143
H (6.51692, -2.04716, 3.97090)  0.140
H (4.76326, -1.59171, 2.33583)  0.154

4.
A structure of composition C14H26N2O2RhSi2. Source: the OMol25 dataset; level of theory: ωB97M-V with the def2-TZVPD basis set.

Calculated values
Spin multiplicity: 1
Calculated total energy in eV: -40773.98173
Net charge: +1
Energy relative to the best compared isomer or geometry (same formula, charge and spin) in eV: 0.000
Lowest unoccupied orbital energy (alpha / beta) in eV: -5.595 / -4.638

Last column: Löwdin charge in e.
Cartesian coordinates (Å):
Rh (-1.30220, -0.10110, 0.21264)  0.998
C (1.02369, -2.49604, 1.77681)  -0.157
Si (1.08546, -0.64898, 1.69100)  0.478
C (2.68383, 0.00691, 2.38839)  -0.149
C (-0.40848, 0.12280, 2.60752)  -0.148
C (0.80142, 0.08715, -0.02434)  -0.344
C (0.70904, 1.56639, 0.01487)  -0.361
C (1.66388, 2.56925, -0.07341)  -0.001
C (1.22910, 3.88065, 0.03090)  -0.018
C (-0.12639, 4.16448, 0.21570)  -0.032
C (-1.02372, 3.11799, 0.28713)  -0.084
N (-0.60087, 1.85693, 0.18272)  -0.041
Si (1.09128, -0.66526, -1.74256)  0.486
C (2.61556, 0.10321, -2.49299)  -0.158
C (1.19704, -2.51576, -1.68457)  -0.157
C (-0.46639, -0.12361, -2.65835)  -0.155
H (0.98693, -2.79007, 2.82998)  0.051
H (1.92724, -2.94047, 1.35318)  0.045
H (0.15125, -2.91201, 1.27748)  0.023
H (2.84673, -0.39368, 3.39099)  0.047
H (2.71822, 1.09579, 2.44474)  0.035
H (3.51037, -0.33251, 1.75913)  0.046
H (-0.50188, -0.42690, 3.54903)  0.067
H (-1.46022, 0.07397, 2.22492)  0.026
H (-0.22580, 1.17884, 2.81293)  0.052
H (2.70898, 2.32411, -0.20734)  0.128
H (1.94548, 4.68935, -0.02948)  0.123
H (-0.47863, 5.18196, 0.30262)  0.116
H (-2.08386, 3.27786, 0.43017)  0.122
H (3.50560, -0.12597, -1.90296)  0.043
H (2.53215, 1.18766, -2.59194)  0.032
H (2.77505, -0.30544, -3.49431)  0.046
H (2.13100, -2.85474, -1.23149)  0.042
H (1.16847, -2.90979, -2.70386)  0.049
H (0.36017, -2.94898, -1.13711)  0.026
H (-0.53594, 0.96235, -2.75413)  0.043
H (-1.38915, -0.49589, -2.19090)  0.008
H (-0.47027, -0.55282, -3.66403)  0.056
N (-3.43980, 0.07519, -0.18545)  -0.040
C (-4.01993, -1.29820, -0.14391)  -0.115
C (-2.97617, -2.40382, 0.00694)  -0.610
O (-3.33866, -3.54884, 0.02157)  0.111
O (-1.71970, -2.01761, 0.09359)  -0.193
H (-3.92055, 0.68060, 0.47001)  0.100
H (-3.58603, 0.48848, -1.09862)  0.101
H (-4.58084, -1.50145, -1.05341)  0.133
H (-4.71245, -1.38198, 0.69015)  0.133

5.
A structure of composition C19H40P2Pb. Source: the OMol25 dataset; level of theory: ωB97M-V with the def2-TZVPD basis set.

Calculated values
Spin multiplicity: 1
Calculated total energy in eV: -44154.75194
Net charge: +2
Energy relative to the best compared isomer or geometry (same formula, charge and spin) in eV: 2.287
Lowest unoccupied orbital energy (alpha / beta) in eV: -7.279 / -8.372

Last column: Löwdin charge in e.
Cartesian coordinates (Å):
P (-1.08816, -2.14132, -3.59801)  0.626
P (-0.24387, 1.20775, -5.09094)  1.042
C (-1.58042, -1.10983, -5.08024)  -0.405
C (-0.37810, -0.53676, -5.83826)  -0.308
H (-2.17114, -0.26501, -4.68401)  0.015
H (-2.23625, -1.65674, -5.77351)  0.106
H (0.56090, -1.09984, -5.66457)  0.063
H (-0.50623, -0.44016, -6.92530)  0.106
C (-1.79181, 2.05785, -5.60243)  -0.211
H (-1.61604, 3.13104, -5.44950)  0.065
H (-2.67304, 1.73884, -5.02623)  0.059
H (-1.94962, 1.87144, -6.67460)  0.069
C (0.63197, 1.93668, -6.61240)  -0.205
H (-0.07245, 1.92124, -7.45748)  0.061
H (1.52730, 1.38394, -6.92474)  0.048
H (0.92039, 2.98673, -6.43708)  0.060
C (-2.18693, -3.59263, -3.74348)  -0.234
H (-2.01646, -4.31273, -2.93612)  0.064
H (-1.91092, -4.02998, -4.71346)  0.072
H (-3.25963, -3.34795, -3.74181)  0.067
C (0.63742, -2.78148, -3.79564)  -0.204
H (1.34393, -1.97698, -4.06922)  0.013
H (0.69477, -3.57860, -4.57356)  0.084
H (0.97068, -3.23088, -2.84915)  0.050
Pb (-2.09415, -1.10836, -1.69864)  1.061
C (1.34854, 3.68081, -4.03961)  -0.052
C (0.38338, 2.79230, -3.67483)  -0.267
C (0.55389, 1.86802, -2.40276)  -0.192
C (1.81445, 0.98281, -2.28436)  -0.190
C (2.36890, 0.37073, -3.54422)  -0.112
C (2.61662, 0.98584, -4.72700)  -0.157
C (3.29678, 2.33144, -4.91216)  -0.128
C (2.77093, 3.41807, -3.95688)  -0.161
C (-0.95722, -2.66068, -0.54343)  -0.321
H (1.02051, 4.70190, -4.30087)  0.153
H (-0.61352, 3.25478, -3.65790)  0.109
H (-0.32317, 1.20194, -2.30971)  0.038
H (0.51241, 2.50965, -1.50249)  0.129
H (2.65964, 1.53633, -1.81418)  0.127
H (1.57987, 0.16454, -1.57218)  0.111
H (2.85582, -0.60404, -3.28971)  0.136
H (2.57187, 0.34391, -5.61686)  0.102
H (3.23985, 2.65553, -5.96673)  0.119
H (4.36465, 2.16330, -4.65191)  0.148
H (3.06152, 3.16769, -2.92086)  0.133
H (3.22979, 4.38720, -4.18037)  0.133
H (-0.55203, -2.12709, 0.34094)  -0.023
H (-0.20196, -3.19715, -1.13669)  -0.026
H (-1.74916, -3.34338, -0.20483)  0.005
C (-2.89651, 0.64942, 2.34017)  -0.067
C (-1.41387, 0.61407, 1.92872)  -0.491
C (-0.65525, -0.53596, 2.61378)  -0.078
C (-1.24323, 0.62350, 0.45903)  -0.103
H (-3.36282, -0.33686, 2.20928)  0.086
H (-3.44491, 1.39144, 1.74800)  0.080
H (-2.98142, 0.93607, 3.39990)  0.094
H (-0.95839, 1.55311, 2.30721)  0.158
H (-1.12078, -1.50484, 2.38559)  0.075
H (0.39918, -0.55810, 2.30290)  0.083
H (-0.67259, -0.39788, 3.70592)  0.094
H (-0.20780, 0.55455, 0.11895)  0.045
H (-1.81868, 1.39577, -0.05667)  0.047